Entry from the OMol25 dataset: a structure of composition C37H31BCo2F6O8 at a distorted geometry (ωB97M-V/def2-TZVPD).

Positions of all 85 atoms, in Å:
Co1 4.257 3.918 -0.918
Co2 -0.137 3.533 -3.774
F1 -3.485 -0.631 -2.433
F2 -4.098 -2.714 -2.053
F3 1.906 -3.405 -2.312
F4 -2.633 -2.269 -3.634
F5 2.512 -3.312 -0.197
F6 1.293 -5.000 -0.921
O1 -0.302 -1.149 3.223
O2 -2.372 -0.234 2.580
O3 2.137 5.715 -0.095
O4 -1.936 3.943 -1.472
O5 5.374 1.387 -0.033
O6 6.376 5.327 -2.286
O7 -1.206 5.089 -5.976
O8 -0.922 0.955 -4.881
C1 1.439 3.182 -2.998
C2 -1.068 -1.569 0.830
C3 1.406 4.419 -3.452
C4 0.102 -2.276 0.528
C5 0.438 0.803 -1.144
C6 -0.784 -2.803 -1.665
C7 1.994 2.819 2.782
C8 -1.260 3.764 -2.390
C9 -3.496 -0.002 4.672
C10 2.171 2.308 -2.079
C11 2.699 1.692 3.197
C12 -1.713 1.593 4.015
C13 -3.024 -1.923 -2.375
C14 3.241 5.868 -4.305
C15 0.230 -2.874 -0.714
C16 -0.065 -0.409 5.488
C17 -2.067 -1.431 -0.138
C18 -1.912 -2.052 -1.369
C19 2.032 8.069 -3.054
C20 5.499 4.710 -1.838
C21 2.621 0.814 0.939
C22 1.605 2.940 1.448
C23 -1.034 -0.897 4.435
C24 2.078 5.693 -3.535
C25 1.479 -3.646 -1.034
C26 -0.567 1.951 -4.411
C27 -2.165 0.131 3.962
C28 1.304 2.043 -0.893
C29 3.768 7.147 -4.472
C30 1.494 6.799 -2.885
C31 4.915 2.421 -0.304
C32 -1.638 -2.222 4.909
C33 2.976 0.677 2.282
C34 3.161 8.249 -3.860
C35 2.885 4.916 -0.499
C36 -0.769 4.491 -5.088
C37 1.925 1.949 0.515
B1 -1.242 -0.944 2.222
H1 4.655 7.273 -5.090
H2 -4.233 0.660 4.204
H3 -2.107 -2.095 5.892
H4 -0.607 -0.182 6.415
H5 -2.454 2.217 3.497
H6 1.025 3.813 1.137
H7 0.896 -2.366 1.261
H8 -0.739 1.744 3.528
H9 -1.649 1.943 5.054
H10 3.570 9.251 -4.008
H11 0.617 2.899 -0.831
H12 -0.202 0.605 -0.276
H13 -2.964 -0.856 0.072
H14 1.559 8.912 -2.554
H15 -3.871 -1.028 4.614
H16 1.739 3.611 3.486
H17 0.655 -1.205 5.708
H18 3.155 2.815 -1.746
H19 -0.694 -3.316 -2.615
H20 -0.198 0.921 -2.032
H21 0.602 6.641 -2.277
H22 3.696 4.993 -4.774
H23 -0.838 -2.968 4.997
H24 2.853 0.026 0.217
H25 -2.383 -2.611 4.200
H26 1.081 -0.074 -1.306
H27 2.427 1.364 -2.593
H28 0.493 0.478 5.171
H29 -3.386 0.281 5.725
H30 3.014 1.592 4.234
H31 3.473 -0.240 2.598

Summary:
- LUMO: -3.008 eV
- Net charge: 0
- Frontier orbital gap: 0.123 Ha